a.
{"formula": "C3HN", "method": "the ωB97M-V functional and the def2-TZVPD basis", "e_homo_ha": -0.4002, "total_charge": 0, "e_lumo_ev": -1.0, "homo_lumo_gap_ev": 9.928, "symbols": ["C", "C", "C", "N", "H"], "xyz": [[0.57711, -0.83918, 0.44977], [0.68370, -0.01214, -0.50436], [-0.69000, 0.04717, 0.46572], [-1.72266, 0.33105, 0.93867], [1.15186, 0.47309, -1.34980]]}

***

b.
{"formula": "C3HN", "method": "the ωB97M-V functional and the def2-TZVPD basis", "e_homo_ha": -0.4286, "total_charge": 0, "e_lumo_ev": 0.6, "homo_lumo_gap_ev": 12.264, "symbols": ["C", "C", "C", "N", "H"], "xyz": [[-1.38366, -0.02749, -0.04096], [-0.20187, 0.11734, -0.04903], [1.42080, -0.03703, -0.07273], [2.55592, 0.05852, -0.02432], [-2.39118, -0.11134, 0.18704]]}

***

c.
{"formula": "C3HN", "method": "the ωB97M-V functional and the def2-TZVPD basis", "e_homo_ha": -0.4112, "total_charge": 0, "e_lumo_ev": 0.3, "homo_lumo_gap_ev": 11.534, "symbols": ["C", "C", "C", "N", "H"], "xyz": [[-0.96365, 0.61788, -0.61259], [-0.01757, -0.03901, -0.15816], [1.00239, -0.55246, 0.66146], [1.80558, -1.09320, 1.23976], [-1.82675, 1.06679, -1.13047]]}

***

Bottom line: c, by a margin of 18.6 kcal/mol.

***

a.
{"formula": "C12H21N2", "method": "the ωB97M-V functional and the def2-TZVPD basis", "e_homo_ha": -0.4821, "total_charge": 1, "e_lumo_ev": -3.1, "homo_lumo_gap_ev": 10.062, "symbols": ["C", "C", "C", "C", "C", "C", "C", "C", "C", "C", "C", "C", "N", "N", "H", "H", "H", "H", "H", "H", "H", "H", "H", "H", "H", "H", "H", "H", "H", "H", "H", "H", "H", "H", "H"], "xyz": [[3.68073, -0.49239, -0.05034], [3.52507, 0.76086, 0.44586], [1.52986, -0.08710, 0.13302], [-2.55179, -1.20492, 1.20049], [-3.25846, 0.06613, 0.75403], [-1.02411, -0.98354, 1.18638], [-2.78883, 0.46253, -0.63941], [-0.63806, -0.53114, -0.17552], [-1.26113, 0.72781, -0.65121], [-0.78194, 1.12857, -2.04100], [2.13928, -2.30412, -0.78188], [1.61479, 2.21774, 1.05968], [2.42483, -1.00182, -0.24006], [2.17988, 0.99809, 0.54848], [4.56961, -1.04095, -0.28429], [4.25852, 1.48534, 0.73602], [-2.85077, -1.48293, 2.21048], [-2.81124, -2.02679, 0.53128], [-4.33601, -0.10042, 0.74003], [-3.05566, 0.87253, 1.46182], [-0.79176, -0.21408, 1.92406], [-0.51855, -1.90620, 1.46907], [-3.02809, -0.33225, -1.34766], [-3.29127, 1.37136, -0.97065], [-0.50020, -1.29480, -0.92935], [-1.08144, 1.53803, 0.05876], [-1.21471, 2.08055, -2.33378], [-1.07278, 0.38392, -2.77296], [0.30132, 1.22495, -2.05591], [1.88781, -2.23019, -1.84245], [3.01568, -2.94080, -0.67452], [1.30597, -2.75968, -0.24967], [1.18067, 2.05693, 2.04809], [2.39925, 2.96659, 1.14539], [0.84354, 2.59218, 0.38770]]}

***

b.
{"formula": "C12H21N2", "method": "the ωB97M-V functional and the def2-TZVPD basis", "e_homo_ha": -0.4652, "total_charge": 1, "e_lumo_ev": -2.5, "homo_lumo_gap_ev": 10.200, "symbols": ["C", "C", "C", "C", "C", "C", "C", "C", "N", "C", "N", "C", "C", "C", "H", "H", "H", "H", "H", "H", "H", "H", "H", "H", "H", "H", "H", "H", "H", "H", "H", "H", "H", "H", "H"], "xyz": [[-0.26446, -2.91605, 0.37814], [0.27015, -1.94267, -0.68574], [-0.17467, -0.53217, -0.39745], [0.54241, 0.59607, -0.17643], [2.03555, 0.76145, 0.01499], [2.94244, 0.60975, -1.21014], [2.38543, -0.26114, 1.14625], [2.25634, 2.17950, 0.58899], [-0.38609, 1.59136, 0.09914], [-1.60773, 1.12467, -0.20626], [-1.50563, -0.12088, -0.47330], [-2.83488, -0.82880, -0.58572], [-3.63124, 0.13510, 0.21715], [-2.98808, 1.53573, 0.00819], [-1.39550, -2.89251, 0.48861], [0.08344, -2.94143, 1.37768], [-0.07739, -3.87670, -0.04474], [-0.04771, -2.22186, -1.68134], [1.31114, -1.83060, -0.56308], [4.01083, 0.45350, -0.77397], [2.82765, -0.31955, -1.77710], [2.83600, 1.48445, -1.89060], [2.97360, -1.12933, 0.73735], [2.91374, 0.19183, 2.03017], [1.39849, -0.63621, 1.63750], [3.33118, 2.43342, 0.91235], [1.94688, 3.02702, -0.06940], [1.63812, 2.30038, 1.46370], [-0.07245, 2.51431, 0.28933], [-2.81494, -1.86162, -0.21942], [-3.07457, -0.79241, -1.65951], [-3.49098, -0.13708, 1.31752], [-4.74399, 0.05717, -0.08518], [-3.09317, 2.33261, 0.68263], [-3.49991, 1.91267, -0.89031]]}

***

Bottom line: b, by a margin of 15.5 kcal/mol.